Computed, not measured: a single C2H2I4 molecule at a distorted geometry, with ωB97M-V/def2-TZVPD.

For the HOMO energy (spin up / spin down), the calculation gives -8.25 / -8.25 eV. The frontier orbital gap (spin up / spin down) is 5.16 / 5.16 eV. Its energy relative to the best compared isomer or geometry (same formula, charge and spin) is 50.2 kcal/mol. Its spin multiplicity is 1.

Atoms and positions in Å:
I -2.6249 0.3019 0.0895
I -3.2528 -2.2984 -0.0125
I 2.5807 -0.1300 -0.0255
I -5.7758 1.1278 -0.0517
C -0.4183 -0.4560 0.2741
C 0.4236 0.4549 -0.1148
H 0.2935 1.3160 -0.6157
H -0.3394 -1.3079 0.8105

Computed, not measured: a single C2H2IN molecule at a distorted geometry, with ωB97M-V/def2-TZVPD.

For the HOMO energy, the calculation gives -10.26 eV. The frontier orbital gap is 10.02 eV. Its energy relative to the best compared isomer or geometry (same formula, charge and spin) is 0.0 kcal/mol. Its SMILES is N#CCI. Its spin multiplicity is 1.

Atoms and positions in Å:
I 2.0736 0.7536 -0.0007
N -0.6646 -2.1858 -0.0011
C -0.4132 -1.0422 0.0010
C -0.0543 0.5382 0.0024
H -0.4743 0.9541 -0.9059
H -0.4672 0.9822 0.9043

Computed, not measured: a gas-phase ion, C2H2IN4 (charge +1) at a distorted geometry, with ωB97M-V/def2-TZVPD.

For the HOMO energy (spin up / spin down), the calculation gives -13.72 / -13.72 eV. The frontier orbital gap (spin up / spin down) is 7.94 / 7.94 eV. The total charge is +1. Its energy relative to the best compared isomer or geometry (same formula, charge and spin) is 50.9 kcal/mol. Its spin multiplicity is 1.

Atoms and positions in Å:
I -0.7455 -2.0282 -2.9270
N 0.4442 0.9022 -1.2002
N 0.3684 1.2511 -0.1346
N -0.0789 -1.2117 -0.0071
N 0.2837 -0.6444 1.0165
C 0.0636 0.7446 1.1533
C -0.1243 -1.2338 -1.2074
H 0.7495 1.1407 1.9138
H -0.9606 1.0796 1.3928

Computed, not measured: a single C2H2INO2S molecule at a distorted geometry, with ωB97M-V/def2-TZVPD.

For the HOMO energy, the calculation gives -10.26 eV. The frontier orbital gap is 8.61 eV. Its energy relative to the best compared isomer or geometry (same formula, charge and spin) is 40.8 kcal/mol. Its spin multiplicity is 1.

Atoms and positions in Å:
I 1.8846 1.2925 -1.0611
S 1.2541 -0.7100 0.9666
O 1.9913 -1.8139 0.3627
O 1.7999 -0.1101 2.1147
N -1.1965 -1.4631 -1.5263
C -0.3490 -0.7388 0.7737
C -0.7490 -1.2815 -0.4716
H 0.5584 0.3016 -1.4705
H -0.8531 0.2478 1.0576

Computed, not measured: a molecular structure, C2H2INO3 at a distorted geometry, with ωB97M-V/def2-TZVPD.

For the HOMO energy, the calculation gives -9.06 eV. The frontier orbital gap is 8.98 eV. Its energy relative to the best compared isomer or geometry (same formula, charge and spin) is 88.4 kcal/mol. Its spin multiplicity is 1.

Atoms and positions in Å:
I -2.4585 0.8113 2.6490
O 0.9671 0.7309 0.8716
O -2.0532 2.6973 0.5381
O 1.2620 2.6678 1.9181
N 0.1581 -0.0568 0.0520
C -1.4207 2.0199 1.2653
C 0.6057 1.8499 1.3853
H 0.1987 -1.0423 0.2268
H 0.5534 0.0106 -0.8713

Computed, not measured: 2 unconnected molecules or ions with the total composition C2H2IO2S at a distorted geometry, with ωB97M-V/def2-TZVPD.

For the HOMO energy, the calculation gives -2.30 eV. The frontier orbital gap is 5.52 eV. The total charge is -1. Its energy relative to the best compared isomer or geometry (same formula, charge and spin) is 18.3 kcal/mol. Its spin multiplicity is 1.

Atoms and positions in Å:
I 0.7911 2.3740 1.4288
S 2.4165 -0.3497 0.2490
O -2.2799 -1.6758 0.0300
O -2.3726 -0.0669 -1.6031
C -2.3140 -0.8362 -0.7788
C 0.9012 0.5216 0.1114
H 1.9187 -0.8694 1.4980
H 0.9390 0.9023 -0.9353

Computed, not measured: 2 unconnected molecules or ions with the total composition C2H2IOS at a distorted geometry, with ωB97M-V/def2-TZVPD.

For the HOMO energy, the calculation gives -2.30 eV. The frontier orbital gap is 5.47 eV. The total charge is -1. Its energy relative to the best compared isomer or geometry (same formula, charge and spin) is 50.0 kcal/mol. Its spin multiplicity is 1.

Atoms and positions in Å:
I -2.0808 -1.3488 1.3347
S 0.6668 0.8491 -2.3786
O 1.9681 -0.9100 -0.8873
C 1.2002 -0.2374 -1.3853
C -0.5602 0.1965 0.9099
H -0.9719 1.1875 0.4989
H -0.2221 0.2630 1.9077

Computed, not measured: a molecular structure, C2H2LiNaO2, with ωB97M-V/def2-TZVPD.

For the HOMO energy, the calculation gives -6.57 eV. The frontier orbital gap is 5.55 eV. Its energy relative to the best compared isomer or geometry (same formula, charge and spin) is 1.8 kcal/mol. Its spin multiplicity is 1.

Atoms and positions in Å:
Na -0.8246 -1.0902 -0.1763
O 2.1246 1.3708 -0.1536
O -2.2410 0.3478 0.6074
C 2.0196 0.2038 -0.4369
C 1.6467 -0.9922 -0.6798
Li -1.8595 2.0457 0.8494
H -3.0935 0.0007 0.8704
H 2.2278 -1.8865 -0.8806

Computed, not measured: a molecular structure, C2H2LiNaO2 at a distorted geometry, with ωB97M-V/def2-TZVPD.

For the HOMO energy, the calculation gives -5.50 eV. The frontier orbital gap is 5.15 eV. Its energy relative to the best compared isomer or geometry (same formula, charge and spin) is 59.4 kcal/mol. Its spin multiplicity is 1.

Atoms and positions in Å:
Na 1.0421 -0.1613 -3.5686
O -0.6687 0.1107 1.7646
O 0.1931 -0.8473 -1.4644
C 0.0488 0.3975 2.6485
C 1.1329 0.7600 3.2991
Li -0.8631 -0.3020 -0.2339
H 1.7604 -0.0153 3.7405
H 1.3030 1.8222 3.4798

Computed, not measured: a molecular structure, C2H2LiO6Tl at a distorted geometry, with ωB97M-V/def2-TZVPD.

For the HOMO energy, the calculation gives -8.24 eV. The frontier orbital gap is 8.07 eV. Its energy relative to the best compared isomer or geometry (same formula, charge and spin) is 0.0 kcal/mol. Its spin multiplicity is 1.

Atoms and positions in Å:
Tl -4.3031 -0.1158 -2.2225
O 2.8752 1.3025 1.3399
O -2.5804 -1.4250 -0.8909
O 0.7560 1.3576 0.5565
O 1.4869 -0.4021 1.7697
O -0.4750 -0.6732 -0.6339
O -1.8218 0.4081 -1.9102
C -1.5965 -0.6812 -1.4064
C 1.6671 0.7218 1.3052
Li 0.2501 -1.6779 0.9543
H 3.4381 0.5767 1.0476
H 0.3034 0.6086 0.0907